Entry 1:
26
Properties=species:S:1:pos:R:3:mulliken_charge:R:1 method="wB97M-V/def2-TZVPD" total_charge=+2 e_lumo_ev="-6.7 / -10.0" total_energy_ha=-840.7007 s2=2.0043 homo_energy_ev="-15.0 / -15.0" homo_lumo_gap_ev="8.3 / 4.9" relative_energy_kcal_mol=98.0 spin_multiplicity=3
O -0.79812 0.40219 3.52277 -0.608
C -1.65054 0.71171 1.93978 0.651
O -1.91614 -0.14529 0.96605 -0.223
O -2.63459 1.29671 2.37625 -0.615
Hg -3.16816 1.63460 5.06413 0.876
C 0.59632 1.78714 3.07334 -0.195
C 0.15060 1.86071 1.71421 -0.505
H 1.53292 1.24399 3.22783 0.326
H 0.39823 2.68210 3.67393 0.278
H -0.22255 2.82430 1.35512 0.396
H 0.75927 1.26326 1.02471 0.133
C -0.99891 -1.01831 0.40350 -0.614
C -0.69229 -0.91171 -0.88480 0.038
C 0.34096 -1.78789 -1.52985 -0.478
C 1.43706 -1.05560 -2.27038 -0.500
O 0.87597 -0.47725 -3.53141 -0.156
C 1.18675 -0.90527 -4.64364 0.486
O 0.87349 -0.35988 -5.72550 -0.231
H -0.63525 -1.80878 1.06209 0.354
H -1.16269 -0.12856 -1.48449 0.425
H -0.55244 0.20227 4.43045 0.303
H -0.13892 -2.49313 -2.22554 0.299
H 0.85224 -2.39761 -0.77117 0.376
H 2.25082 -1.72266 -2.56888 0.422
H 1.81930 -0.18051 -1.73781 0.300
H 1.49666 -0.51653 -6.46068 0.461

=====

Entry 2:
50
Properties=species:S:1:pos:R:3:mulliken_charge:R:1 method="wB97M-V/def2-TZVPD" total_charge=+1 e_lumo_ev=-4.9 total_energy_ha=-1812.8049 homo_energy_ev=-11.2 homo_lumo_gap_ev=6.3 spin_multiplicity=1
C 2.49384 5.89835 -1.06369 -0.685
C 2.84705 4.69894 -0.60276 -0.471
C 3.11967 3.50655 -1.48306 -0.154
N 1.88277 2.64824 -1.55275 1.120
N 0.73320 3.25941 -1.27975 -0.991
C -0.28917 2.47857 -1.41117 -0.080
F -1.45864 3.06299 -1.16458 -0.269
C -0.32161 1.12085 -1.76916 0.887
P -1.93448 0.26165 -1.80858 0.692
O -2.16749 -0.23911 -0.45552 -0.415
O -1.83344 -0.92390 -2.84852 -0.509
O -3.07907 1.20320 -2.33875 -0.500
C 0.88469 0.51936 -2.05741 0.910
C 0.99044 -0.89759 -2.50206 -2.038
C 2.01198 1.38656 -1.92711 -0.015
O 3.24233 0.94675 -2.18065 -0.502
C 3.75544 0.01055 -1.18967 -0.625
C 3.86346 0.54905 0.24322 -0.016
C 3.35643 -0.51168 1.25228 -1.407
H 2.90492 6.35882 -1.95358 0.289
H 1.78230 6.47191 -0.48158 0.265
H 2.92811 4.50114 0.46114 0.364
H 3.35381 3.87430 -2.47819 0.401
H 3.93847 2.95598 -1.04319 0.293
H -2.61038 -1.48450 -2.69235 0.364
H -3.46058 1.64626 -1.56556 0.372
H 0.77657 -1.54043 -1.64806 0.388
H 0.33978 -1.12236 -3.33511 0.495
H 2.00734 -1.11572 -2.81007 0.476
H 3.20816 -0.92852 -1.16052 0.432
H 4.75344 -0.23617 -1.53427 0.380
H 3.27684 1.44921 0.42466 0.073
H 4.89589 0.77337 0.49608 0.387
H 3.63055 -1.49700 0.88277 0.355
H 2.27787 -0.41713 1.35702 0.326
H 3.79380 -0.34638 2.23089 0.398
C -4.63507 -4.59740 3.53795 -0.999
C -3.61306 -4.01199 4.17599 0.346
C -2.90927 -2.81309 3.60693 1.042
O -1.99963 -2.31939 4.24648 -0.628
C -3.34755 -2.30448 2.31597 -0.926
C -4.36644 -2.89233 1.67758 0.208
C -5.08699 -4.07503 2.25828 0.935
O -6.01443 -4.54485 1.62786 -0.618
O -4.81518 -2.47911 0.49318 -0.544
O -3.15607 -4.44594 5.34538 -0.553
H -5.15050 -5.45892 3.93802 0.423
H -2.82267 -1.45133 1.90747 0.594
H -5.55484 -3.07749 0.27149 0.368
H -2.42264 -3.85018 5.58705 0.361

=====

Entry 3:
13
Properties=species:S:1:pos:R:3:mulliken_charge:R:1 method="wB97M-V/def2-TZVPD" total_charge=0 e_lumo_ev="-2.2 / -2.7" total_energy_ha=-920.3452 homo_energy_ev="-9.0 / -8.5" homo_lumo_gap_ev="6.7 / 5.8" relative_energy_kcal_mol=40.6 spin_multiplicity=1
N 0.18354 -1.55123 -0.32443 -0.105
N 0.02023 1.52583 0.05741 -0.401
N 1.03848 -0.66475 -0.42301 -0.091
N -2.05552 -0.40963 1.81052 0.378
O -1.46117 -1.20072 1.13035 -0.500
O -1.56690 0.65915 2.10015 -0.589
O 1.52197 1.28278 -1.93950 -0.559
O -0.74010 0.24888 -1.97891 -0.574
S 0.43276 0.61191 -1.28351 1.099
H -0.74712 -1.61953 -0.89237 0.395
H 0.19229 -2.21036 0.52901 0.354
H -0.57073 1.10689 0.79557 0.305
H 0.94128 1.96194 0.38372 0.289

=====

Entry 4:
38
Properties=species:S:1:pos:R:3:mulliken_charge:R:1 method="wB97M-V/def2-TZVPD" total_charge=-1 e_lumo_ev=2.5 total_energy_ha=-1009.1361 homo_energy_ev=-2.3 homo_lumo_gap_ev=4.8 relative_energy_kcal_mol=6.8 spin_multiplicity=1
C 1.50395 1.26283 4.90331 -0.771
O 1.82620 2.06448 3.75041 -0.460
C 1.13611 1.85148 2.59262 0.978
C 1.62666 2.53671 1.44282 -0.757
C 1.04659 2.27427 0.20862 -0.397
C -0.01922 1.36048 0.07137 0.310
C -0.55779 0.90240 -1.33571 -0.941
C -2.05642 1.24636 -1.37230 0.524
C -2.69928 1.24831 -2.63091 -0.185
N -3.28556 1.28240 -3.59603 -0.734
C -2.84844 1.58655 -0.26160 0.035
N -3.54422 1.90770 0.67201 -0.796
C -0.48141 0.71251 1.22007 -0.173
C 0.07171 0.92128 2.48421 -0.926
H 2.20411 1.61566 5.65912 0.239
H 0.47037 1.43952 5.22945 0.308
H 1.66250 0.19171 4.71262 0.309
H 2.44024 3.26543 1.54558 0.390
H 1.35810 2.80619 -0.70260 0.343
H 0.02442 1.31906 -2.16402 0.572
H -1.34997 0.05787 1.16697 0.493
H -0.34217 0.41805 3.37998 0.279
O -0.14828 -2.34297 1.62593 -0.457
C 0.99417 -2.40527 1.36634 0.914
C 0.99204 -1.21682 -1.88422 -1.294
C 0.93685 -2.61835 -2.41799 -0.126
C -0.48508 -2.72803 -2.99736 -0.652
C -1.18956 -1.36789 -2.66035 -0.657
N -0.20458 -0.54698 -1.85587 1.122
O 2.12678 -2.48363 1.10120 -0.434
H 1.80639 -0.90142 -1.30032 0.377
H 1.69782 -2.78074 -3.25556 0.246
H 1.09382 -3.47435 -1.65516 0.108
H -0.47950 -2.83633 -4.11721 0.243
H -1.08750 -3.57132 -2.54139 0.253
H -1.61242 -0.88487 -3.53290 0.403
H -1.95394 -1.50475 -1.94149 0.381
H -0.67350 -0.60754 -0.90963 -0.066

=====

Entry 5:
125
Properties=species:S:1:pos:R:3:mulliken_charge:R:1 method="wB97M-V/def2-TZVPD" total_charge=0 e_lumo_ev=-0.2 total_energy_ha=-2569.8408 homo_energy_ev=-6.0 homo_lumo_gap_ev=5.9 relative_energy_kcal_mol=988.3 spin_multiplicity=1
C -0.82392 -1.01189 2.79846 -2.224
C -1.72085 -1.84544 3.76468 0.182
C -0.91762 -2.84436 4.62297 -0.883
O -1.83216 -3.56436 5.45493 -0.318
C -1.30622 -4.39667 6.45945 -0.774
N -2.51642 -0.82492 4.43041 -0.825
H -1.36931 -0.16038 2.39152 0.966
H -0.38239 -1.64311 2.02729 0.801
H -0.02250 -0.61690 3.42281 0.784
H -2.44986 -2.30078 3.09437 0.462
H -0.10130 -2.40912 5.19945 0.328
H -0.42810 -3.49877 3.90171 0.455
H -0.65818 -3.84730 7.14235 0.294
H -0.66911 -5.14521 5.98840 0.312
H -2.07083 -4.96321 6.99097 0.257
H -2.95281 -1.28055 5.21911 0.386
H -1.92000 -0.11324 4.82779 0.233
C -0.73519 -4.49782 -4.05862 -1.631
C -0.49282 -3.54786 -2.84645 2.352
C 0.84685 -3.91313 -2.17081 -2.277
O 1.22016 -2.96908 -1.18304 0.382
C 2.51572 -3.01472 -0.69383 -1.045
N -0.52318 -2.12148 -3.23734 -0.316
H -1.78497 -4.59622 -4.33498 0.352
H -0.42260 -5.52842 -3.89060 0.407
H -0.26731 -4.10269 -4.96032 0.426
H -1.29401 -3.68707 -2.12063 -0.732
H 1.70847 -3.88667 -2.83790 0.687
H 0.78667 -4.93535 -1.79724 0.463
H 2.50874 -3.87389 -0.02309 0.357
H 2.66189 -2.13085 -0.07294 0.175
H 3.32406 -3.10754 -1.41913 0.303
H 0.41423 -1.75233 -3.16592 -0.074
H -1.02612 -1.60576 -2.52940 0.043
C -1.38245 -2.25095 -0.43882 -2.329
C -1.49577 -0.82110 -0.84794 0.669
C -1.12350 0.18543 0.23549 -1.326
O 0.21382 0.33133 0.61887 -0.956
C 0.18763 1.25126 1.76542 -1.566
N -0.66138 -0.62498 -2.10893 0.185
H -1.97745 -2.35916 0.46802 0.179
H -0.39836 -2.67403 -0.23720 0.056
H -1.80268 -2.87989 -1.22365 1.522
H -2.52245 -0.57448 -1.11851 0.217
H -1.78652 0.09603 1.09601 0.938
H -1.39655 1.14151 -0.21111 -0.341
H -0.62223 1.97950 1.72177 0.007
H 1.13715 1.75015 1.57148 -0.717
H 0.43065 0.73634 2.69487 2.024
H 0.29261 -0.79118 -1.82190 -1.505
H -0.62404 0.35586 -2.34696 1.120
C -2.35269 2.65327 -0.77887 -0.990
C -1.59116 4.00308 -0.91325 2.537
C -2.07787 5.03336 -2.00137 -0.791
O -1.17666 6.13461 -2.05042 -0.430
C 0.12510 5.90173 -2.64151 -0.432
N -1.64749 4.67090 0.38591 -0.689
H -1.86700 1.83627 -0.24527 -0.078
H -2.57048 2.23599 -1.76200 0.013
H -3.34186 2.85524 -0.36795 0.723
H -0.58086 3.69061 -1.17735 -0.085
H -3.09736 5.41242 -1.93016 0.403
H -2.07751 4.49650 -2.94998 0.546
H 0.60947 5.01688 -2.22856 0.233
H 0.74019 6.75795 -2.36464 0.358
H 0.02981 5.83160 -3.72506 0.201
H -2.63291 4.77714 0.58026 0.333
H -1.30067 5.60782 0.23764 0.321
C 1.22646 1.95585 -1.50812 0.585
C 2.55497 1.38632 -1.09087 0.130
C 3.18676 2.00810 0.24429 -0.119
O 3.26262 3.42315 0.22719 -0.498
C 4.40754 3.85787 -0.44493 -0.835
N 2.50511 -0.06889 -1.12499 -0.242
H 1.30110 2.96892 -1.90338 0.388
H 0.63300 1.89288 -0.59601 -0.307
H 0.83085 1.28511 -2.27080 0.192
H 3.19854 1.79803 -1.86831 0.462
H 4.18017 1.56933 0.33767 0.869
H 2.59471 1.74955 1.12221 -1.491
H 5.29441 3.52739 0.09577 0.376
H 4.38504 4.94525 -0.37289 0.301
H 4.39369 3.53989 -1.48744 0.295
H 2.28442 -0.38362 -2.05897 0.466
H 1.71306 -0.34601 -0.56289 -0.151
C -0.35877 1.02482 5.01932 0.066
O -1.44531 0.91317 5.52264 -0.699
N -0.07898 1.74033 4.01087 -0.058
N 0.70122 0.44587 5.49490 -0.437
H -0.71871 2.48135 3.76239 0.283
H 0.86290 1.82697 3.65664 -0.194
H 1.63693 0.61221 5.15303 0.421
H 0.41483 -0.41852 5.93186 0.218
C -0.61277 1.82882 -3.11428 0.131
O -0.93880 1.35356 -2.02231 -0.865
N -0.26557 3.09504 -3.23930 0.247
N -0.48525 1.08096 -4.16971 -0.167
H -0.36719 3.58736 -2.36329 -3.444
H -0.34389 3.47978 -4.16986 0.513
H -0.91213 0.16562 -4.17664 0.671
H -0.14967 1.45324 -5.04657 0.295
C -0.08921 -5.42108 -0.16900 0.811
O 1.05242 -5.63431 -0.39808 -0.691
N -0.58800 -4.27479 -0.15742 -0.071
N -0.97567 -6.30351 -0.02069 -0.445
H -1.59106 -4.19947 -0.24855 0.243
H 0.00938 -3.52039 -0.46419 -0.642
H -1.86136 -6.12904 0.43231 0.189
H -0.64586 -7.24060 -0.20285 0.275
C 2.73049 2.21984 3.96969 0.398
O 2.02009 1.35561 4.58434 -0.444
N 3.68429 2.95962 4.44559 -0.474
N 2.72975 2.37207 2.67234 -0.044
H 3.53531 3.19728 5.41585 0.308
H 4.10009 3.71873 3.92504 0.227
H 3.29243 3.13522 2.32436 0.194
H 2.15995 1.80070 2.06491 2.059
C -1.91300 -1.03484 -5.12747 -0.682
O -2.44551 -0.63680 -6.11277 -0.751
N -1.05828 -1.98468 -5.04438 -0.340
N -2.06375 -0.49312 -3.98130 -0.267
H -0.79547 -2.35947 -5.94468 0.267
H -0.77036 -2.49750 -4.22327 1.118
H -2.84564 0.10212 -3.74797 0.171
H -1.51990 -0.94117 -3.25771 0.534

=====

Entry 6:
19
Properties=species:S:1:pos:R:3:mulliken_charge:R:1 method="wB97M-V/def2-TZVPD" total_charge=0 e_lumo_ev=1.0 total_energy_ha=-310.9790 smiles="C=COC.C=CC" homo_energy_ev=-8.8 homo_lumo_gap_ev=9.8 relative_energy_kcal_mol=50.4 spin_multiplicity=1
C 1.34299 1.95248 0.18706 -0.769
C 1.14670 0.87503 0.94622 0.077
O 1.41590 -0.41728 0.65253 -0.303
C 2.07015 -0.64969 -0.57564 -0.877
H 1.05689 2.92245 0.57722 0.264
H 1.74188 1.91628 -0.82061 0.267
H 0.71382 0.94279 1.94040 0.387
H 3.05536 -0.16480 -0.58401 0.401
H 1.47952 -0.27373 -1.42144 0.333
H 2.18908 -1.73067 -0.66598 0.224
C -1.98419 0.77466 -0.09378 -0.779
C -1.96741 -0.42980 0.46781 0.133
C -1.58513 -1.69897 -0.23490 -0.968
H -1.70742 0.92054 -1.13671 0.222
H -2.25209 1.66613 0.46732 0.280
H -2.23542 -0.52560 1.52100 0.308
H -2.43110 -2.39620 -0.27841 0.356
H -1.25679 -1.49759 -1.26056 0.250
H -0.76777 -2.20239 0.29426 0.192

=====

Entry 7:
70
Properties=species:S:1:pos:R:3:mulliken_charge:R:1 method="wB97M-V/def2-TZVPD" total_charge=+1 e_lumo_ev=-3.5 total_energy_ha=-2781.1872 homo_energy_ev=-11.4 homo_lumo_gap_ev=7.9 spin_multiplicity=1
Hf 0.29860 0.24743 0.14273 1.198
O -2.08567 -1.71818 -2.63177 -0.617
C -1.42468 -1.42222 -1.67413 0.309
O -0.57502 -0.41518 -1.59956 -0.758
C -1.56623 -2.15650 -0.34755 0.623
C -2.42009 -3.20715 -0.06158 -0.836
C -2.45854 -3.67085 1.25191 -0.437
C -1.67436 -3.07873 2.23962 -0.726
C -0.85094 -2.03170 1.86381 0.360
N -0.81842 -1.61912 0.60510 0.835
C 0.03953 -1.19145 2.76470 0.475
O 0.15388 -1.40726 3.93817 -0.633
O 0.62729 -0.21247 2.09727 -0.738
H -3.03561 -3.63190 -0.84165 0.610
H -3.11590 -4.48993 1.51051 0.482
H -1.69981 -3.40448 3.26955 0.601
F 5.84306 0.01109 -5.51128 -0.320
C 5.15010 -0.36489 -4.42991 0.267
C 3.79204 -0.11091 -4.38766 -0.649
C 3.08408 -0.49568 -3.25955 -0.504
C 3.73134 -1.12204 -2.19908 0.173
C 5.09869 -1.37553 -2.27762 -0.372
C 5.82049 -0.99486 -3.39536 -0.671
Sb 2.62005 -1.69637 -0.49563 1.048
C 3.85350 -0.93605 1.05893 0.447
C 3.78484 -1.50689 2.32851 -0.593
C 4.49829 -0.96836 3.38521 -0.751
C 5.27478 0.15275 3.15061 0.216
F 5.96794 0.68432 4.16606 -0.334
C 5.36363 0.74444 1.90429 -0.675
C 4.64523 0.18990 0.85609 -0.683
C 3.01298 -3.76918 -0.36320 0.393
C 2.18895 -4.65543 -1.05015 -0.679
C 2.44840 -6.01590 -1.03499 -0.669
C 3.53885 -6.46851 -0.31349 0.269
F 3.79650 -7.78089 -0.28962 -0.317
C 4.36928 -5.61206 0.38721 -0.716
C 4.09736 -4.25440 0.35779 -0.189
H 3.31109 0.37388 -5.22566 0.479
H 2.01714 -0.30485 -3.21680 0.333
H 5.61251 -1.87107 -1.46181 0.408
H 6.88252 -1.17866 -3.47894 0.458
H 3.17534 -2.38716 2.50714 0.626
H 4.45676 -1.39703 4.37666 0.476
H 5.98865 1.61585 1.76666 0.484
H 4.70860 0.64571 -0.12491 0.458
H 1.33985 -4.29117 -1.61868 0.406
H 1.82832 -6.72126 -1.56999 0.470
H 5.20778 -6.01117 0.94038 0.473
H 4.73673 -3.57516 0.91234 0.412
C 1.30505 3.70193 -0.72769 -1.479
C 1.01300 2.28872 -0.39516 0.689
O 1.87029 1.40443 -0.66315 -0.358
H 2.32568 3.85121 -1.07562 0.368
H 1.08466 4.32797 0.13839 0.362
H 0.59657 4.00766 -1.50337 0.333
S -4.11660 2.16671 0.26856 -0.203
C -2.77555 1.21391 -0.17089 -0.178
N -1.76704 1.21591 0.65770 0.321
C -2.01623 2.05216 1.74572 -0.276
C -1.15032 2.31213 2.81320 -0.263
C -1.57061 3.18174 3.79602 -0.949
C -2.82883 3.79143 3.74068 -0.520
C -3.69411 3.54430 2.69765 -0.536
C -3.27379 2.66981 1.69922 0.612
H -2.77520 0.66192 -1.09997 0.405
H -0.18513 1.83149 2.87651 0.478
H -0.91769 3.39247 4.63141 0.435
H -3.12661 4.46625 4.53102 0.408
H -4.66745 4.01245 2.65345 0.426

=====

Entry 8:
18
Properties=species:S:1:pos:R:3:mulliken_charge:R:1 method="wB97M-V/def2-TZVPD" total_charge=0 e_lumo_ev=0.3 total_energy_ha=-364.1396 homo_energy_ev=-8.2 homo_lumo_gap_ev=8.5 relative_energy_kcal_mol=80.7 spin_multiplicity=1
C -0.78717 -0.53226 0.09894 0.587
C -1.97287 0.23154 -0.36690 -1.236
C -0.48139 -1.86017 -0.49456 -1.231
O 0.72286 0.38222 -0.86522 -0.548
H 0.30093 1.01907 -1.46059 0.324
H -0.62330 -0.46223 1.16605 0.344
H -1.98848 1.21742 0.09720 0.342
H -0.55809 -1.85638 -1.58169 0.273
H -1.20736 -2.58497 -0.09631 0.394
H 0.52601 -2.16283 -0.20716 0.354
H -2.87394 -0.28531 -0.00672 0.396
H -2.00805 0.31141 -1.45456 0.329
N 2.20036 0.41364 0.98512 -0.456
C 1.32921 1.38680 0.39270 0.066
O 0.35394 1.80506 1.10530 -0.725
H 2.01384 0.17172 1.95200 0.220
H 3.18289 0.67268 0.96453 0.226
H 1.87059 2.13259 -0.22814 0.340